Record 1
Formula: C3H4OS
Source: OMol25
Level of theory: ωB97M-V/def2-TZVPD

The value obtained for the lowest unoccupied orbital energy is 0.621 eV. As for the largest force on an atom: 3.9 eV/A. The multiplicity is 1. Its HOMO energy is -9.7 eV.

Each line ends with the Mulliken charge.
Atoms and positions in Å:
1 C 0.0500 2.2904 0.0396  0.215
2 C -0.3618 1.1547 -0.1316  -0.573
3 C 0.5195 -1.2827 -0.1608  -0.910
4 O -2.0136 -0.7008 0.7757  -0.548
5 S -1.1756 -0.4475 -0.4226  0.429
6 H 0.6196 3.1161 0.3406  0.413
7 H 1.2777 -0.5731 0.3002  0.290
8 H 0.7960 -1.4473 -1.1391  0.336
9 H 0.2882 -2.1098 0.3982  0.349

Atoms 1-3, force components in eV/Å:
C -0.53 -2.57 -0.15
C -0.52 0.94 -0.46
C -0.32 3.88 0.64

Record 2
Formula: C23H48O2P4W
Source: OMol25
Level of theory: ωB97M-V/def2-TZVPD

The value obtained for the lowest unoccupied orbital energy (spin up / spin down) is -14.447 / -14.793 eV. As for the largest force on an atom: 10.1 eV/A. The expectation value of S² is 2.03. The multiplicity is 3. The net charge is +4. Its HOMO energy (spin up / spin down) is -20.5 / -20.5 eV.

Each line ends with the Mulliken charge.
Atoms and positions in Å:
1 P 2.9846 -0.3962 -0.6679  1.116
2 C 3.9660 -0.5548 0.8481  -1.145
3 H 5.0354 -0.5521 0.6026  0.606
4 H 3.7235 -1.4891 1.3643  0.307
5 H 3.7557 0.2899 1.5136  0.226
6 C 3.2512 -2.0092 -1.4711  -1.526
7 H 3.3741 -1.8679 -2.5505  0.485
8 H 2.3705 -2.6442 -1.2979  0.274
9 H 4.1374 -2.5067 -1.0528  0.512
10 C 4.0438 0.7743 -1.5786  -1.221
11 H 4.9427 0.2754 -1.9625  0.467
12 H 4.3301 1.5647 -0.8737  0.434
13 H 3.5049 1.2433 -2.4069  0.322
14 P -0.9452 3.0933 -1.1174  0.673
15 C -1.1178 3.7626 0.5628  -1.095
16 H -1.3274 4.8451 0.5214  0.494
17 H -0.1926 3.6025 1.1277  0.333
18 H -1.9388 3.2550 1.0828  0.322
19 C 0.1405 4.3573 -1.8810  -1.247
20 H 0.2907 4.1645 -2.9491  0.333
21 H 1.1172 4.3080 -1.3834  0.323
22 H -0.2761 5.3640 -1.7406  0.536
23 C -2.6090 3.4300 -1.7762  -1.308
24 H -2.6861 4.4922 -2.0410  0.486
25 H -3.3393 3.1879 -0.9944  0.402
26 H -2.8290 2.8164 -2.6555  0.269
27 P -2.6735 -1.7885 -0.4712  1.015
28 C -3.4827 -2.1658 1.0681  -1.073
29 H -4.0752 -3.0843 0.9401  0.543
30 H -4.1477 -1.3315 1.3259  0.387
31 H -2.7483 -2.3160 1.8696  0.211
32 C -3.9327 -1.4289 -1.6954  -1.295
33 H -4.8182 -2.0475 -1.4844  0.528
34 H -3.5475 -1.6667 -2.6937  0.350
35 H -4.2123 -0.3655 -1.6455  0.440
36 C -1.6090 -3.1706 -0.9223  -0.834
37 H -2.2158 -4.0788 -1.0925  0.508
38 H -0.9067 -3.3925 -0.1029  0.093
39 H -1.0330 -2.9722 -1.8378  0.282
40 W -0.1135 0.6415 -1.9457  1.564
41 C 1.0501 1.2751 -0.3027  -0.048
42 O 1.4564 1.9616 0.6017  -0.294
43 C -1.7214 -0.1444 -0.3308  0.073
44 O -2.0090 0.6671 0.5734  -0.380
45 C -1.4470 0.5614 -3.5849  -0.769
46 C -0.9621 -0.7346 -3.3348  -0.666
47 C 0.4201 -0.9597 -3.2322  -1.423
48 C 1.3136 0.1035 -3.4398  -0.703
49 C 0.8377 1.3899 -3.7063  -0.912
50 C -0.5418 1.6225 -3.7735  -1.434
51 H -2.5118 0.7467 -3.5581  0.587
52 H -1.6444 -1.5555 -3.1865  1.545
53 H 0.8016 -1.9410 -2.9816  0.589
54 H 2.3717 -0.0849 -3.4401  1.477
55 H 1.5378 2.2056 -3.8447  0.502
56 H -0.9072 2.6168 -3.9763  1.053
57 C 2.1301 0.9621 4.0007  -1.200
58 C 1.7894 -0.4740 3.6212  -0.788
59 P 0.3366 -0.6369 2.4891  1.191
60 C 0.0891 -2.4545 2.5907  -0.483
61 C 1.2183 -3.2489 1.9222  -1.655
62 C -0.9111 0.0960 3.6609  -0.836
63 C -2.2082 -0.6442 3.9232  -1.198
64 H 2.7119 1.4535 3.2146  0.262
65 H 2.7197 0.9601 4.9246  0.432
66 H 1.2381 1.5697 4.1734  0.298
67 H 2.6563 -0.9532 3.1488  0.390
68 H 1.5091 -1.0713 4.5001  0.578
69 H -0.0100 -2.7375 3.6486  0.670
70 H -0.8576 -2.6919 2.0842  -0.064
71 H 2.1308 -3.2602 2.5342  0.378
72 H 0.9112 -4.2951 1.7704  0.489
73 H 1.4917 -2.8370 0.9374  0.235
74 H -0.3729 0.2727 4.6014  0.769
75 H -1.1510 1.0780 3.2254  0.320
76 H -2.0572 -1.7101 4.1193  0.355
77 H -2.6948 -0.2092 4.8045  0.457
78 H -2.9050 -0.5370 3.0872  0.107

Atoms 1-3, force components in eV/Å:
P 1.20 -0.23 -0.69
C -0.77 0.10 0.88
H -0.22 0.03 -0.22

Record 3
Formula: C6H16Si
Source: OMol25
Level of theory: ωB97M-V/def2-TZVPD

The value obtained for the lowest unoccupied orbital energy is 1.009 eV. As for the largest force on an atom: 4.7 eV/A. The multiplicity is 1. Its HOMO energy is -7.9 eV.

Each line ends with the Mulliken charge.
Atoms and positions in Å:
1 C 2.5745 -0.9193 -0.8223  -1.492
2 C 1.7259 0.1977 1.2834  -0.931
3 C -0.2275 1.0632 -1.1215  -1.254
4 C -3.1896 0.6178 0.2815  -1.069
5 C 1.5554 -0.8382 0.2890  0.315
6 C -0.5243 -0.3412 -0.5009  -0.397
7 Si -1.8380 -0.5568 0.8114  0.262
8 H 2.9994 0.1206 -1.0451  0.335
9 H 3.3969 -1.4210 -0.4338  0.466
10 H 2.1767 -1.2470 -1.7871  0.301
11 H 1.6361 -0.1486 2.3091  0.239
12 H 2.7781 0.7031 1.0667  0.341
13 H 0.9035 1.0207 1.0941  0.098
14 H -1.1174 1.2860 -1.6707  0.395
15 H 0.0315 1.8556 -0.4517  0.408
16 H 0.6226 1.0041 -1.7663  0.370
17 H -3.4225 0.4126 -0.7625  0.297
18 H -4.1017 0.6473 0.8536  0.364
19 H -2.9819 1.7444 0.3266  0.303
20 H 1.2445 -1.8434 0.7050  0.373
21 H -0.5312 -1.1176 -1.2210  0.498
22 H -2.5331 -1.9030 0.3852  -0.107
23 H -1.1780 -0.3370 2.1774  -0.117

Atoms 1-3, force components in eV/Å:
C -1.42 3.16 -0.84
C 0.81 3.56 -0.17
C -0.45 -2.19 0.48

Record 4
Formula: C4H11NO3
Source: OMol25
Level of theory: ωB97M-V/def2-TZVPD

The value obtained for the lowest unoccupied orbital energy is 0.823 eV. As for the largest force on an atom: 0.7 eV/A. The multiplicity is 1. Its SMILES is CC(=O)O.NCCO. Its HOMO energy is -9.7 eV.

Each line ends with the Mulliken charge.
Atoms and positions in Å:
1 C -0.0936 -3.2776 -0.7124  -1.043
2 C -0.0277 -1.7677 -0.7474  0.716
3 O 0.9124 -1.1593 -1.2123  -0.572
4 O -1.1217 -1.1783 -0.3050  -0.509
5 H -0.9071 -3.6213 -0.0874  0.303
6 H -0.2106 -3.6474 -1.7214  0.274
7 H 0.8467 -3.6577 -0.3443  0.304
8 H -1.0472 -0.1905 -0.4778  0.554
9 N -0.9246 1.4287 -0.7349  -0.554
10 C -0.4141 2.0232 0.5016  -0.666
11 C 0.8566 1.3183 0.9301  -0.250
12 O 1.3985 2.0777 2.0034  -0.546
13 H -0.3826 1.7419 -1.5304  0.229
14 H -1.8902 1.7119 -0.8742  0.244
15 H -1.1792 1.9014 1.2658  0.279
16 H -0.1947 3.0878 0.3850  0.371
17 H 0.6316 0.3030 1.2494  0.239
18 H 1.5535 1.2628 0.0869  0.313
19 H 2.1940 1.6431 2.3254  0.316

Atoms 1-3, force components in eV/Å:
C 0.05 0.40 0.35
C 0.16 -0.29 -0.63
O 0.12 -0.04 0.14

Record 5
Formula: C10H13O3P
Source: OMol25
Level of theory: ωB97M-V/def2-TZVPD

The value obtained for the lowest unoccupied orbital energy is 5.946 eV. As for the largest force on an atom: 3.6 eV/A. The multiplicity is 1. The net charge is -2. Its HOMO energy is 0.8 eV.

Each line ends with the Mulliken charge.
Atoms and positions in Å:
1 C -3.8742 1.2245 0.7618  -0.564
2 C -2.8590 2.0491 0.1991  -0.728
3 C -3.6774 -0.1429 0.7610  -0.340
4 C -1.7857 1.4335 -0.4170  -0.475
5 C -2.6962 -0.7986 0.1259  -0.646
6 C -1.6564 0.0445 -0.5257  0.854
7 C -0.2524 -1.9383 -1.3317  -1.247
8 C 2.1748 0.1731 1.0381  -0.899
9 C -0.5990 -0.5050 -1.1815  -0.112
10 C 3.2123 0.0757 -0.0491  0.287
11 O 5.1843 0.2600 1.8423  -0.734
12 O 5.8809 -0.7638 -0.4597  -0.769
13 O 3.9986 1.2411 -0.3293  -0.536
14 P 4.9177 -0.0640 0.4315  0.780
15 H -4.7647 1.7495 1.0668  0.353
16 H -3.1943 2.9845 -0.0831  0.290
17 H -4.3431 -0.7576 1.3391  0.285
18 H -0.9429 2.0176 -0.7743  0.239
19 H -2.7739 -1.9061 0.1819  0.168
20 H -1.0659 -2.5118 -1.9519  0.284
21 H -0.3157 -2.3716 -0.2680  0.191
22 H 0.6837 -2.0018 -1.9000  0.339
23 H 1.5538 -0.7899 1.1390  0.130
24 H 1.4714 0.9999 0.8882  0.158
25 H 2.7983 0.4625 1.9278  0.410
26 H 0.1783 0.2590 -1.4817  0.125
27 H 2.7466 -0.4228 -0.9495  0.158

Atoms 1-3, force components in eV/Å:
C 0.70 1.64 -0.15
C -0.48 -3.46 -0.80
C -1.63 0.01 1.09

Record 6
Formula: C6H14N2S
Source: OMol25
Level of theory: ωB97M-V/def2-TZVPD

The value obtained for the lowest unoccupied orbital energy is 0.666 eV. As for the largest force on an atom: 5.8 eV/A. The multiplicity is 1. Its SMILES is CNC(C)(C)C.N=C=S. Its HOMO energy is -9.1 eV.

Each line ends with the Mulliken charge.
Atoms and positions in Å:
1 C -0.6688 -1.8929 0.4539  -0.948
2 N 0.1688 -0.7002 0.0315  -0.513
3 C -0.5945 0.4892 -0.2611  1.433
4 C -1.0374 0.9361 1.1230  -1.458
5 C 0.2516 1.5101 -0.9885  -1.751
6 C -1.7653 0.0793 -1.1218  -1.495
7 H -0.2931 -2.8057 0.2842  0.468
8 H -0.8579 -1.6706 1.5286  0.212
9 H -1.6833 -1.8211 -0.0349  0.193
10 H 0.8067 -0.9423 -0.7599  0.410
11 H -0.1788 1.4969 1.4788  0.337
12 H -1.8763 1.6851 1.0321  0.354
13 H -1.3430 0.1457 1.8407  0.331
14 H 1.1264 1.8495 -0.3301  0.334
15 H -0.3763 2.3229 -1.1557  0.514
16 H 0.7066 0.9764 -1.8695  0.367
17 H -2.5455 -0.5750 -0.5594  0.320
18 H -2.3418 0.9565 -1.6523  0.318
19 H -1.4655 -0.5283 -1.9689  0.446
20 N 2.7790 -0.2813 1.0986  -0.403
21 C 3.9083 -0.3499 0.7538  0.348
22 S 5.4037 -0.4457 0.3306  -0.419
23 H 1.8763 -0.4349 0.7463  0.603

Atoms 1-3, force components in eV/Å:
C -2.36 5.23 1.01
N 1.88 -2.61 -0.93
C -1.01 -1.11 0.52

Record 7
Formula: C18H29HfN7OS5Sb
Source: OMol25
Level of theory: ωB97M-V/def2-TZVPD

The value obtained for the lowest unoccupied orbital energy is -3.887 eV. As for the largest force on an atom: 0.8 eV/A. The multiplicity is 1. The net charge is +1. Its HOMO energy is -9.2 eV.

Each line ends with the Mulliken charge.
Atoms and positions in Å:
1 Hf 1.1800 0.8058 -1.0095  0.446
2 C -1.4808 -2.3703 -3.1517  -2.302
3 C -0.8191 -1.1457 -2.5974  1.243
4 N 0.3266 -1.1743 -2.0192  0.766
5 N 0.9847 -2.3655 -1.9997  -0.884
6 C 2.2933 -2.4391 -1.5855  0.509
7 N 2.7859 -3.6979 -1.6057  -0.468
8 S 3.1944 -1.1322 -1.1267  -0.296
9 C -1.4461 0.1784 -2.7684  0.620
10 C -2.5670 0.3331 -3.5604  -0.900
11 C -3.0732 1.6033 -3.7874  -0.780
12 C -2.4409 2.6801 -3.2044  -1.077
13 C -1.3264 2.4474 -2.4150  -0.242
14 N -0.8310 1.2291 -2.2000  0.396
15 H -1.3180 -3.2378 -2.5106  0.633
16 H -1.1134 -2.6025 -4.1572  0.323
17 H -2.5564 -2.2330 -3.2134  0.534
18 H 0.6055 -3.1229 -2.5421  0.270
19 H 2.3995 -4.3944 -2.2246  0.194
20 H 3.7768 -3.7755 -1.4364  0.286
21 H -3.0319 -0.5202 -4.0324  0.385
22 H -3.9437 1.7418 -4.4149  0.457
23 H -2.7893 3.6918 -3.3564  0.485
24 H -0.7957 3.2616 -1.9502  0.570
25 S 5.2153 1.0755 -2.4388  -0.529
26 Sb 4.2120 2.9113 -1.5996  0.495
27 S 1.7928 0.8877 -3.5152  -0.177
28 S 2.9620 2.0148 0.3414  -0.586
29 S 1.8253 2.7946 -2.7701  -0.309
30 O 0.1233 2.6548 0.0985  -0.299
31 C -1.0222 2.6001 0.9406  -1.353
32 C -1.7586 1.3119 0.7290  0.928
33 C -3.1073 1.2242 1.0363  -0.934
34 C -3.7362 -0.0044 0.9645  -0.593
35 C -2.9849 -1.1142 0.6094  -1.305
36 C -1.6539 -0.9291 0.2926  -0.310
37 N -1.0436 0.2614 0.3181  1.395
38 H 0.8834 3.0840 0.5346  0.286
39 H -1.6734 3.4527 0.7494  0.542
40 H -0.7027 2.6268 1.9849  0.391
41 H -3.6472 2.1124 1.3410  0.544
42 H -4.7894 -0.0988 1.1971  0.471
43 H -3.4186 -2.1046 0.5743  0.563
44 H -1.0383 -1.7820 0.0244  0.433
45 C 0.4415 -1.4795 3.7941  -1.671
46 C 1.3221 -0.2489 3.6016  1.264
47 C 0.9354 0.8306 4.6047  -1.716
48 C 2.8029 -0.6068 3.7621  -1.647
49 N 1.0308 0.3541 2.2731  -0.062
50 N 1.4033 -0.4888 1.1574  -0.181
51 H 0.4640 -1.7979 4.8375  0.493
52 H 0.7876 -2.3299 3.1983  0.328
53 H -0.5948 -1.2520 3.5278  0.304
54 H 1.1054 0.4840 5.6247  0.474
55 H -0.1205 1.0907 4.4980  0.339
56 H 1.5370 1.7322 4.4530  0.379
57 H 3.0111 -0.9140 4.7891  0.461
58 H 3.4360 0.2530 3.5279  0.365
59 H 3.0986 -1.4385 3.1160  0.374
60 H 1.6417 1.1624 2.1704  0.245
61 H 0.8641 -1.3419 1.2696  0.081
62 H 2.3821 -0.7489 1.2517  0.351

Atoms 1-3, force components in eV/Å:
Hf 0.46 0.59 -0.26
C -0.04 0.02 -0.07
C -0.29 0.02 -0.23

Record 8
Formula: C3H3NOS2
Source: OMol25
Level of theory: ωB97M-V/def2-TZVPD

The value obtained for the lowest unoccupied orbital energy is 0.575 eV. As for the largest force on an atom: 1.8 eV/A. The multiplicity is 1. Its SMILES is S=c1[nH]cc(S)o1. Its HOMO energy is -8.0 eV.

Each line ends with the Mulliken charge.
Atoms and positions in Å:
1 S -2.6529 -0.6167 -0.0114  -0.386
2 C -1.1820 0.0419 0.0366  0.162
3 N -0.8038 1.3363 0.0239  -0.009
4 C 0.5747 1.4787 -0.0525  -0.396
5 C 1.0750 0.2262 -0.0383  0.384
6 S 2.6924 -0.4638 0.0134  -0.250
7 O 0.0411 -0.6700 0.0044  -0.345
8 H -1.4383 2.1257 0.1222  0.220
9 H 0.9801 2.4328 -0.0046  0.460
10 H 2.3180 -1.7462 -0.0268  0.160

Atoms 1-3, force components in eV/Å:
S -0.53 -0.40 0.14
C 1.49 0.02 -0.29
N -0.40 0.41 0.10

Q: Among the records above, which one has the highest multiplicity?
A: C23H48O2P4W